Molecular formula: C20H45N2P3RuSSe
Method: DFT, wB97M-V/def2-TZVPD

Structure (ORCA input):
```
! RIJCOSX wB97M-V def2-TZVPD def2/J DEFGRID3
* xyz 4 5
Ru -0.18 -0.50 -0.21
P -1.57 -0.84 1.72
P 0.85 -2.39 -0.19
P -1.81 -0.86 -1.66
H -0.30 2.62 -0.28
C -1.26 2.33 0.23
C -1.29 2.43 1.70
H -0.26 2.37 2.11
C -1.05 -0.39 3.42
C -1.72 -2.66 2.02
C -3.39 -0.54 1.72
C 2.21 -2.60 -1.37
C 1.65 -2.86 1.37
C -0.08 -3.89 -0.64
C -2.98 0.53 -1.88
C -3.04 -2.20 -1.40
C -1.03 -1.15 -3.27
H -2.04 2.94 -0.26
H -2.17 2.31 2.36
H -1.32 0.66 3.64
H 0.04 -0.51 3.54
H -1.54 -1.06 4.15
H -0.73 -3.13 2.07
H -2.30 -3.12 1.22
H -2.23 -2.84 2.98
H -3.61 0.53 1.82
H -3.84 -1.10 2.57
H -3.88 -0.92 0.81
H 2.50 -3.65 -1.44
H 3.08 -2.02 -1.05
H 1.91 -2.26 -2.36
H 1.80 -3.94 1.42
H 1.07 -2.56 2.25
H 2.65 -2.39 1.42
H 0.56 -4.77 -0.55
H -0.41 -3.84 -1.68
H -0.95 -4.06 0.00
H -3.76 0.29 -2.63
H -2.42 1.41 -2.20
H -3.45 0.77 -0.92
H -3.85 -2.10 -2.13
H -3.49 -2.12 -0.40
H -2.61 -3.20 -1.50
H -1.75 -0.91 -4.07
H -0.72 -2.20 -3.36
H -0.14 -0.49 -3.34
C 1.98 1.95 -3.83
C 1.34 3.13 -3.39
C 1.15 4.19 -4.26
C 1.59 4.09 -5.59
C 2.18 2.91 -6.05
C 2.38 1.85 -5.19
Se 2.30 0.62 -2.59
H -1.36 1.16 -0.10
H 1.02 3.21 -2.36
H 0.67 5.10 -3.91
H 1.47 4.93 -6.26
H 2.49 2.81 -7.09
H 2.86 0.92 -5.51
C 2.85 0.20 4.49
N 2.10 0.01 3.25
C 1.91 1.03 2.37
S 1.86 0.66 0.64
N 1.85 2.31 2.80
C 1.34 2.68 4.14
H 2.17 0.45 5.31
H 3.61 0.99 4.41
H 3.35 -0.74 4.74
H 2.21 -0.92 2.83
H 1.82 2.99 2.04
H 2.18 2.78 4.83
H 0.86 3.65 4.05
H 0.64 1.93 4.52
*
```

- Kohn-Sham gap (alpha / beta) (eV) = 6.20 / 6.04
- relative energy (zero: lowest compared OMol25 entry of this formula, charge and spin) (kJ/mol) = 46.8

Atom charges from the Löwdin analysis, given in e for atoms 1 to 8: Ru 0.387; P 0.821; P 0.635; P 0.693; H 0.059; C -0.189; C -0.006; H 0.021